330
Properties=species:S:1:pos:R:3:forces:R:3:lowdin_charge:R:1 method="wB97M-V/def2-TZVPD" smiles=CC1(C)CCCC(C)(C)N1O.CC1(C)CCCC(C)(C)N1O.CC1(C)CCCC(C)(C)N1O.CC1(C)CCCC(C)(C)N1O.CC1(C)CCCC(C)(C)N1O.CC1(C)CCCC(C)(C)N1O.CC1(C)CCCC(C)(C)N1O.COCCNCCOC.COCCNCCOC.COCCNCCOC.COCCNCCOC.COCCNCCOC de_lowest_kcal_mol=126.4 largest_force_ha_per_bohr=0.0895 charge=0
C -5.722 -0.683 -6.199 0.40 0.26 0.12 -0.029
C -6.795 -1.426 -5.376 1.30 -0.75 -0.04 -0.579
C -8.173 -0.954 -5.792 -0.48 0.44 0.78 -0.034
C -6.659 -2.865 -5.773 0.14 -2.25 0.64 -0.130
C -5.388 -3.668 -5.190 -1.93 1.03 -0.29 -0.135
C -5.395 -3.412 -3.674 -0.10 -2.80 0.40 -0.155
C -5.374 -1.939 -3.321 0.23 1.23 -0.76 -0.445
C -5.504 -1.751 -1.802 0.58 -0.85 -0.39 -0.024
C -4.003 -1.254 -3.811 -1.61 -0.15 0.60 -0.012
N -6.629 -1.351 -3.928 0.84 0.44 0.09 -0.053
O -6.569 0.067 -3.685 -0.74 -0.07 1.32 -0.067
H -6.069 -0.611 -7.214 -0.15 -0.26 -0.64 0.075
H -5.659 0.349 -5.896 0.34 0.40 0.38 0.074
H -4.711 -1.156 -6.214 -1.03 0.40 0.09 0.083
H -8.988 -1.547 -5.309 0.73 0.29 -0.34 0.096
H -8.313 0.107 -5.459 0.05 -0.79 -0.82 0.095
H -8.185 -1.129 -6.875 -0.54 0.54 0.19 0.086
H -7.609 -3.389 -5.500 0.81 0.06 0.15 0.126
H -6.677 -2.849 -6.841 0.24 -0.32 -0.94 0.100
H -5.487 -4.734 -5.426 -0.22 0.18 0.22 0.108
H -4.444 -3.388 -5.653 -0.02 0.36 0.02 0.074
H -4.536 -3.992 -3.254 -0.18 0.90 -0.02 0.119
H -6.276 -4.028 -3.211 1.06 1.61 -0.74 0.151
H -5.719 -0.771 -1.386 0.30 0.19 -0.33 0.066
H -4.641 -2.212 -1.326 0.51 0.46 0.08 0.074
H -6.257 -2.428 -1.498 -1.40 -0.50 0.43 0.064
H -4.141 -0.167 -3.963 0.05 -0.61 0.36 0.069
H -3.603 -1.682 -4.719 0.02 -0.20 -0.10 0.043
H -3.323 -1.472 -3.004 0.57 0.20 0.18 0.060
H -7.123 0.089 -2.882 0.33 0.58 -0.46 0.090
C 1.045 1.396 1.025 -0.82 0.57 -0.79 0.006
C 0.400 0.276 0.184 1.00 0.88 -0.35 -0.473
C 1.326 -0.014 -1.025 -1.52 -0.30 -0.64 -0.017
C 0.137 -0.998 0.924 -0.40 -0.14 0.01 -0.111
C -1.062 -0.944 1.886 1.14 0.86 -1.31 -0.145
C -2.227 -0.394 1.130 -1.14 -0.86 0.18 -0.135
C -2.004 0.953 0.460 -1.50 -0.87 1.27 -0.524
C -3.220 1.195 -0.418 1.42 2.13 0.02 -0.023
C -2.047 2.090 1.485 -0.71 -0.93 0.87 -0.012
N -0.877 0.725 -0.378 0.67 0.75 -1.38 -0.046
O -0.648 1.950 -1.085 -0.01 0.35 -0.47 -0.047
H 1.897 1.189 1.626 0.76 -0.86 0.38 0.061
H 1.322 2.212 0.358 0.05 -0.03 -0.02 0.064
H 0.294 1.811 1.667 -0.25 0.22 0.54 0.047
H 0.786 -0.727 -1.714 0.46 0.72 0.58 0.082
H 1.476 0.937 -1.531 0.14 -0.11 -0.28 0.074
H 2.282 -0.457 -0.811 0.48 -0.16 0.60 0.074
H 0.080 -1.743 0.125 -0.68 -0.28 0.46 0.093
H 1.030 -1.219 1.442 1.13 -0.41 0.83 0.088
H -1.313 -1.914 2.215 -0.14 -1.23 0.64 0.089
H -0.841 -0.315 2.742 0.22 0.09 0.29 0.104
H -3.087 -0.411 1.817 -0.08 0.43 -0.33 0.135
H -2.457 -1.117 0.327 -0.07 0.22 0.14 0.119
H -3.041 2.186 -0.887 -0.44 -0.44 0.12 0.079
H -4.064 1.299 0.231 -0.84 -0.38 -0.05 0.068
H -3.252 0.486 -1.187 -0.57 -1.27 -1.05 0.068
H -1.554 1.833 2.419 0.26 0.20 0.06 0.067
H -3.104 2.252 1.748 0.23 -0.16 0.03 0.083
H -1.734 3.017 1.098 0.82 1.11 -0.50 0.070
H -1.173 1.871 -1.913 0.63 -0.49 0.48 0.065
C 2.024 7.313 -0.632 -1.54 -0.14 0.68 -0.026
C 1.856 5.919 -1.093 2.23 -1.32 -1.56 -0.522
C 1.255 5.073 0.004 1.19 -0.07 -1.53 -0.017
C 1.028 5.732 -2.383 -0.08 0.52 0.00 -0.111
C 1.666 5.976 -3.781 1.72 -0.13 1.57 -0.127
C 3.013 5.167 -3.848 -0.39 -0.86 0.95 -0.116
C 3.960 5.569 -2.663 -0.41 -0.22 0.32 -0.505
C 5.167 4.617 -2.564 -0.46 1.10 -1.33 -0.040
C 4.478 7.006 -2.850 0.77 0.37 1.26 -0.041
N 3.199 5.290 -1.379 0.14 0.06 -0.44 -0.063
O 4.084 5.590 -0.285 -0.12 0.04 -0.08 -0.064
H 1.066 7.628 -0.262 -0.64 0.32 0.47 0.091
H 2.714 7.349 0.177 0.72 0.28 0.42 0.081
H 2.217 7.969 -1.409 0.93 1.38 -1.43 0.056
H 0.252 5.342 0.089 -1.79 0.47 0.68 0.069
H 1.303 4.103 -0.458 -0.01 -0.86 0.70 0.068
H 1.840 5.223 0.892 0.00 -0.34 0.62 0.075
H 0.579 4.749 -2.380 0.01 -0.45 0.02 0.095
H 0.231 6.423 -2.162 -0.83 0.34 -0.57 0.109
H 0.969 5.762 -4.586 0.01 -0.11 0.02 0.103
H 1.995 7.023 -3.832 -0.51 -0.08 -0.29 0.091
H 3.551 5.312 -4.782 0.00 0.24 -0.13 0.106
H 2.865 4.048 -3.767 -0.20 1.05 -0.03 0.119
H 6.004 5.058 -2.051 0.13 0.15 0.62 0.071
H 5.527 4.475 -3.579 0.03 -0.51 -0.21 0.083
H 4.818 3.723 -2.104 0.09 -0.96 0.20 0.060
H 5.145 7.096 -3.767 -0.64 -0.20 1.29 0.104
H 5.041 7.278 -1.849 -0.96 -0.22 -2.20 0.122
H 3.620 7.677 -2.992 0.55 0.09 0.13 0.048
H 4.201 4.744 0.162 0.04 0.00 -0.17 0.054
C 6.571 -0.750 -3.750 0.86 -0.11 -0.66 -0.021
C 5.763 -1.557 -4.853 0.45 -0.36 0.59 -0.509
C 6.811 -1.992 -5.912 -0.60 -0.48 -0.70 -0.045
C 5.110 -2.809 -4.277 -0.30 0.80 1.71 -0.116
C 3.939 -2.328 -3.353 2.15 -0.96 2.37 -0.196
C 2.932 -1.648 -4.145 -1.26 0.42 -1.39 -0.193
C 3.483 -0.438 -4.870 0.01 1.28 0.68 -0.540
C 2.535 -0.107 -5.973 -2.72 1.04 -1.40 -0.049
C 3.571 0.769 -3.901 3.42 0.43 0.71 -0.009
N 4.688 -0.848 -5.561 0.98 -0.72 0.70 -0.115
O 5.251 0.276 -6.186 0.45 0.11 -1.20 -0.024
H 6.079 -0.325 -2.866 -0.36 -0.27 -0.48 0.049
H 7.437 -1.358 -3.332 -1.00 0.54 -0.78 0.100
H 6.985 0.091 -4.341 0.04 -0.23 0.65 0.080
H 7.512 -2.777 -5.538 -0.49 0.78 -0.11 0.097
H 6.252 -2.438 -6.776 0.41 0.18 0.66 0.098
H 7.361 -1.133 -6.324 0.11 -0.31 0.38 0.077
H 4.691 -3.462 -5.031 0.21 -0.20 -0.36 0.119
H 5.936 -3.270 -3.720 -0.54 -0.48 0.01 0.103
H 3.369 -3.119 -2.799 1.07 0.13 -0.26 0.116
H 4.419 -1.627 -2.540 -1.11 -1.24 -1.38 0.121
H 2.065 -1.435 -3.491 0.26 0.36 -0.65 0.100
H 2.601 -2.287 -5.002 -0.06 -0.10 0.86 0.135
H 2.648 0.889 -6.463 0.46 -0.72 0.39 0.099
H 1.440 -0.082 -5.667 1.39 -0.19 0.05 0.075
H 2.597 -0.887 -6.745 0.07 0.26 0.08 0.094
H 2.575 1.013 -3.689 -1.42 0.77 0.51 0.035
H 4.161 1.696 -4.253 -1.16 -1.50 -0.05 0.108
H 4.117 0.548 -2.912 -1.02 -0.05 -1.31 0.085
H 5.572 -0.166 -6.996 -0.18 0.93 0.26 0.109
C 5.920 -4.670 -1.015 -1.56 0.17 -0.42 -0.027
C 5.193 -4.372 0.329 0.76 -2.42 -1.78 -0.545
C 6.231 -4.706 1.367 1.36 2.26 -0.19 -0.033
C 4.777 -2.962 0.366 -0.88 1.42 -0.27 -0.161
C 3.897 -2.749 1.617 0.57 1.23 -1.54 -0.149
C 2.634 -3.593 1.448 -1.09 2.95 -1.27 -0.137
C 2.968 -5.053 1.404 0.46 -0.14 2.22 -0.507
C 3.356 -5.544 2.885 1.48 1.78 -0.51 0.007
C 1.725 -5.832 1.096 -1.11 1.49 0.09 -0.036
N 3.988 -5.260 0.377 -0.56 -0.37 -0.57 -0.044
O 4.359 -6.629 0.528 0.85 -0.66 0.04 -0.038
H 6.737 -3.955 -1.168 -0.14 -0.12 0.05 0.083
H 6.339 -5.694 -0.968 -0.38 0.50 -0.45 0.084
H 5.127 -4.511 -1.817 1.24 -0.56 0.63 0.089
H 5.836 -4.500 2.330 0.09 -0.45 1.04 0.038
H 6.598 -5.692 1.193 0.15 -0.76 0.44 0.075
H 7.109 -3.968 1.252 -1.11 -1.10 0.02 0.121
H 5.709 -2.413 0.293 0.30 0.44 0.78 0.096
H 4.288 -2.571 -0.560 -0.25 -0.86 0.55 0.109
H 4.523 -3.089 2.430 -0.29 0.19 0.72 0.092
H 3.703 -1.654 1.716 -0.22 -1.03 0.23 0.099
H 2.121 -3.258 0.439 1.03 -0.75 1.51 0.149
H 1.898 -3.186 2.199 0.71 -1.32 -0.50 0.096
H 4.368 -5.127 3.295 -2.00 -0.83 -0.75 0.100
H 3.385 -6.609 2.862 0.22 -0.77 0.21 0.060
H 2.546 -5.218 3.536 0.10 -0.14 0.04 0.053
H 1.302 -5.480 0.153 0.18 -0.68 -0.30 0.076
H 0.980 -5.509 1.831 0.03 -0.04 0.11 0.067
H 1.817 -6.876 1.259 0.17 -1.03 -0.47 0.077
H 4.048 -7.200 -0.203 -0.05 1.23 0.14 0.122
C 7.066 -0.593 2.751 -0.06 0.72 -1.09 -0.012
C 6.698 0.681 1.944 0.55 0.30 -1.37 -0.423
C 7.784 1.066 0.853 0.01 0.70 2.16 -0.012
C 5.453 0.414 1.060 -0.91 1.64 1.62 -0.137
C 4.747 1.705 0.629 0.39 0.82 -0.59 -0.176
C 4.436 2.607 1.803 0.36 0.83 1.25 -0.128
C 5.769 2.998 2.614 -1.76 0.21 0.17 -0.453
C 6.661 3.928 1.789 -0.03 -0.11 -1.84 -0.034
C 5.282 3.830 3.884 -0.48 -2.47 -0.87 -0.017
N 6.411 1.720 3.018 -1.82 -0.38 -1.54 -0.115
O 7.569 1.944 3.766 0.67 0.32 -0.03 -0.018
H 6.500 -0.456 3.666 0.29 -0.63 0.34 0.077
H 6.787 -1.498 2.218 -0.46 -0.08 -0.08 0.059
H 8.138 -0.696 2.857 0.25 0.29 0.65 0.078
H 8.553 1.708 1.330 -0.05 -0.65 -0.42 0.084
H 8.171 0.131 0.504 0.58 -0.40 -0.30 0.070
H 7.374 1.615 0.015 -0.21 0.08 -0.07 0.060
H 5.537 -0.222 0.201 1.05 -0.34 -0.45 0.102
H 4.758 -0.111 1.678 -0.73 -0.33 0.62 0.077
H 5.381 2.349 -0.036 -0.49 -0.96 0.03 0.094
H 3.838 1.419 0.091 0.06 0.28 -0.11 0.095
H 3.673 2.156 2.455 0.56 -0.26 0.26 0.087
H 3.914 3.576 1.576 0.63 -0.69 -0.37 0.110
H 6.542 3.775 0.661 0.11 0.19 1.44 0.088
H 7.701 3.711 1.993 0.26 0.13 0.20 0.068
H 6.482 4.998 1.969 -0.06 -0.34 0.09 0.087
H 6.158 4.148 4.418 0.21 0.43 0.44 0.066
H 4.620 3.168 4.527 0.81 0.87 -0.61 0.094
H 4.693 4.655 3.487 0.10 0.16 0.29 0.073
H 7.248 1.875 4.668 0.13 -0.09 0.18 0.106
C -6.429 4.377 -2.512 1.44 0.05 -0.20 -0.021
C -7.713 4.311 -1.672 0.04 -0.63 0.15 -0.479
C -8.897 5.104 -2.143 -1.12 0.49 -2.10 -0.053
C -8.109 2.785 -1.507 0.64 0.76 0.50 -0.097
C -7.048 2.052 -0.675 0.51 -1.10 -0.82 -0.210
C -6.840 2.717 0.662 0.57 1.87 -1.29 -0.132
C -6.507 4.226 0.491 -0.08 0.48 1.47 -0.491
C -6.716 4.845 1.886 -0.85 1.17 0.04 -0.054
C -5.013 4.378 0.133 -1.38 -1.43 -2.35 -0.016
N -7.475 4.932 -0.360 -0.12 -1.82 0.64 -0.121
O -7.051 6.255 -0.569 0.25 0.82 0.30 -0.029
H -5.925 5.355 -2.534 -0.37 -0.07 0.63 0.078
H -5.642 3.628 -2.223 -0.93 0.75 0.11 0.071
H -6.486 4.198 -3.558 -1.03 -0.48 -1.14 0.075
H -9.782 5.073 -1.474 0.95 0.31 0.07 0.102
H -8.625 6.101 -2.509 0.02 0.21 1.07 0.085
H -9.320 4.784 -3.086 0.02 -1.06 -0.47 0.072
H -8.997 2.689 -0.891 -0.65 0.34 -0.26 0.113
H -8.292 2.346 -2.519 0.22 0.32 0.81 0.129
H -7.398 1.045 -0.393 0.11 -0.05 -0.68 0.113
H -6.120 1.954 -1.292 -0.49 -0.11 0.76 0.099
H -5.977 2.372 1.216 0.00 -0.65 0.14 0.109
H -7.732 2.598 1.236 -0.67 -0.04 0.62 0.113
H -6.300 4.243 2.680 0.19 -0.33 0.21 0.074
H -7.816 4.986 2.074 0.96 -0.26 -0.10 0.101
H -6.242 5.846 1.968 -0.22 -0.47 -0.13 0.087
H -4.862 5.074 -0.687 0.11 0.73 0.70 0.054
H -4.680 3.433 -0.355 0.13 0.51 0.92 0.054
H -4.535 4.606 1.034 1.42 0.32 0.94 0.069
H -7.562 6.803 0.056 0.17 -0.56 -0.43 0.122
C 1.664 1.167 10.476 0.26 0.46 -0.77 -0.095
O 1.797 1.371 9.082 0.38 0.01 -0.29 -0.182
C 1.176 0.524 8.144 -1.82 -0.44 1.25 -0.232
C 0.513 1.337 7.080 1.25 -0.16 -0.25 -0.218
N 1.553 1.952 6.321 -0.01 0.09 -0.98 -0.026
C 1.410 2.277 4.921 -1.44 0.68 -0.52 -0.196
C 0.894 3.691 4.559 0.46 0.12 0.10 -0.207
O 1.782 4.671 5.086 0.47 -0.18 0.32 -0.231
C 1.605 6.011 4.659 -0.10 -0.06 -0.79 -0.113
H 1.914 2.166 10.847 -0.09 -0.46 0.58 0.093
H 2.308 0.391 10.906 0.24 0.11 -0.26 0.084
H 0.651 0.897 10.707 -0.75 0.01 0.32 0.072
H 0.307 -0.034 8.545 0.43 -0.11 0.76 0.119
H 1.859 -0.208 7.747 0.46 -0.16 -0.32 0.103
H -0.234 1.982 7.482 -0.45 1.06 0.82 0.118
H -0.078 0.698 6.501 -0.61 -1.37 -1.35 0.083
H 1.857 2.741 6.836 0.74 0.88 0.26 0.103
H 0.688 1.602 4.361 0.97 0.25 0.85 0.135
H 2.386 2.230 4.457 0.31 -0.28 -0.29 0.072
H -0.099 3.893 4.990 -0.11 -0.19 -0.44 0.125
H 0.921 3.710 3.448 -0.43 0.32 0.38 0.115
H 0.578 6.394 4.947 1.10 -0.19 -0.28 0.096
H 1.719 6.040 3.526 -0.25 0.24 1.16 0.087
H 2.436 6.626 5.113 -1.08 -0.66 -0.38 0.099
C -3.374 -5.586 -0.025 -1.44 -1.01 0.73 -0.135
O -2.262 -5.378 -0.807 1.57 -0.21 0.31 -0.170
C -1.523 -4.239 -0.418 1.85 -1.06 0.78 -0.208
C -0.496 -3.980 -1.498 -0.87 -0.99 0.74 -0.232
N -1.149 -3.665 -2.716 -0.95 0.03 -1.61 -0.043
C -0.229 -3.715 -3.828 0.34 1.53 -0.56 -0.186
C -0.793 -3.003 -5.066 -1.92 -0.61 -0.34 -0.148
O -1.784 -3.860 -5.725 0.13 0.34 0.87 -0.223
C -1.646 -4.139 -7.085 0.34 0.03 -0.35 -0.130
H -3.385 -5.277 1.035 0.80 0.33 -0.39 0.071
H -3.564 -6.660 0.022 -0.06 -0.09 -0.20 0.088
H -4.221 -5.127 -0.506 -0.72 0.32 -0.14 0.076
H -0.940 -4.360 0.576 -1.19 -0.07 -1.18 0.142
H -2.233 -3.469 -0.347 -0.67 1.69 0.31 0.091
H 0.110 -4.901 -1.580 0.27 0.30 0.11 0.123
H 0.075 -3.124 -1.205 0.81 0.30 0.17 0.084
H -1.781 -4.410 -2.999 -0.57 0.15 0.87 0.115
H 0.006 -4.748 -4.013 0.45 -0.55 -0.66 0.123
H 0.687 -3.208 -3.533 0.25 0.11 -0.04 0.093
H -0.082 -2.622 -5.786 0.67 -0.31 -0.22 0.109
H -1.430 -2.143 -4.808 0.65 -0.28 0.49 0.076
H -1.297 -3.271 -7.673 0.14 -0.23 0.23 0.089
H -2.627 -4.395 -7.497 0.04 -0.10 0.21 0.082
H -0.973 -4.997 -7.207 0.04 0.16 -0.37 0.087
C -3.205 0.306 6.183 -0.21 0.26 -1.30 -0.126
O -2.194 -0.606 5.885 1.87 -0.95 0.40 -0.246
C -2.152 -1.896 6.563 -4.15 1.95 0.38 -0.197
C -0.948 -2.621 6.198 3.12 0.00 0.55 -0.242
N -0.621 -2.664 4.779 -0.63 0.43 0.37 -0.027
C 0.555 -3.455 4.471 0.70 0.14 0.52 -0.190
C 1.919 -2.822 4.836 0.10 -0.32 1.09 -0.217
O 2.152 -1.654 4.116 -0.81 0.17 -0.77 -0.191
C 3.078 -0.776 4.662 0.05 -0.25 2.20 -0.098
H -2.978 1.188 5.551 -0.27 -0.44 0.19 0.092
H -3.283 0.717 7.197 0.09 -0.70 0.23 0.087
H -4.113 -0.173 5.802 -0.57 0.54 0.52 0.088
H -3.109 -2.483 6.222 1.45 0.91 0.74 0.146
H -2.234 -1.632 7.682 0.21 -0.99 -1.43 0.148
H -1.031 -3.640 6.526 -0.26 -0.65 0.36 0.111
H -0.090 -2.187 6.815 -0.70 -0.33 -0.60 0.127
H -0.542 -1.705 4.474 0.15 0.05 -0.42 0.082
H 0.502 -3.790 3.438 0.10 0.06 -0.12 0.089
H 0.510 -4.332 5.114 -0.10 -0.44 -0.13 0.119
H 2.795 -3.496 4.726 -0.61 -0.07 -0.14 0.118
H 1.875 -2.618 5.940 0.05 0.18 -0.63 0.120
H 4.100 -1.119 4.668 0.64 -0.48 -0.67 0.078
H 2.903 -0.645 5.764 -0.30 0.26 -0.78 0.090
H 3.002 0.162 4.164 -0.03 0.66 -0.38 0.059
C -3.408 -6.836 6.961 -0.54 -1.30 1.11 -0.163
O -2.886 -5.909 6.120 1.55 1.26 -0.83 -0.176
C -3.817 -5.585 5.112 -0.51 -2.74 0.00 -0.245
C -3.224 -4.878 3.944 1.42 -1.07 -0.22 -0.157
N -2.080 -5.659 3.356 -0.89 0.31 -0.05 -0.027
C -2.155 -7.110 3.200 -1.83 0.38 -0.88 -0.208
C -0.801 -7.605 2.739 0.05 -0.02 0.82 -0.206
O 0.270 -7.433 3.673 -0.42 0.57 -0.22 -0.213
C 0.340 -8.411 4.708 0.91 2.33 0.71 -0.081
H -3.592 -7.828 6.562 0.12 -0.40 -1.02 0.084
H -4.387 -6.546 7.297 -0.61 0.42 0.72 0.083
H -2.751 -7.054 7.786 0.34 0.51 0.49 0.091
H -4.670 -5.161 5.610 -0.65 0.81 -0.15 0.118
H -4.143 -6.609 4.770 -0.36 0.88 -0.15 0.117
H -2.731 -3.988 4.291 -0.14 0.84 -0.17 0.083
H -4.016 -4.679 3.202 0.37 0.03 0.20 0.118
H -1.229 -5.412 3.826 0.22 0.08 0.34 0.069
H -2.903 -7.298 2.366 0.93 0.05 0.44 0.125
H -2.665 -7.655 4.014 0.84 0.06 0.32 0.097
H -0.588 -7.020 1.868 0.52 0.48 -0.42 0.093
H -0.816 -8.621 2.406 -0.28 -0.99 -0.09 0.117
H -0.625 -8.538 5.165 -0.62 -0.86 -0.11 0.072
H 0.930 -7.932 5.549 -0.28 -0.59 -1.06 0.106
H 0.883 -9.249 4.314 -0.19 -0.93 0.19 0.081
C -3.700 8.152 -2.555 -1.56 1.21 2.53 -0.128
O -3.232 6.965 -2.005 0.44 -0.01 0.86 -0.187
C -2.966 6.022 -3.011 -0.76 0.89 0.52 -0.244
C -2.529 4.748 -2.381 -0.28 0.33 0.88 -0.200
N -1.949 3.875 -3.355 0.65 0.09 0.23 -0.022
C -2.870 2.943 -3.934 -0.30 1.50 -2.19 -0.212
C -2.129 1.919 -4.696 -0.18 -1.94 -1.60 -0.223
O -1.234 1.425 -3.759 1.66 -0.71 0.87 -0.229
C -0.637 0.185 -4.100 0.18 -0.35 1.62 -0.073
H -4.729 7.986 -2.879 -0.04 0.16 -0.73 0.084
H -3.049 8.554 -3.293 0.48 0.31 -0.93 0.074
H -3.830 8.938 -1.722 0.53 -1.21 -1.07 0.116
H -2.227 6.404 -3.645 1.59 0.55 -1.12 0.100
H -3.861 5.974 -3.632 -0.31 -0.70 -0.19 0.119
H -3.449 4.331 -1.998 -0.14 -0.51 0.68 0.071
H -1.824 4.937 -1.516 -0.74 -0.07 -1.05 0.148
H -1.227 3.382 -2.872 0.57 -0.34 -0.21 0.066
H -3.530 3.495 -4.623 -0.02 -0.14 0.17 0.140
H -3.486 2.420 -3.263 -1.00 -0.66 1.46 0.094
H -1.567 2.233 -5.610 -0.47 0.29 0.56 0.145
H -2.788 1.039 -5.015 0.35 1.31 0.20 0.129
H 0.434 0.081 -3.710 -1.63 0.46 -0.73 0.089
H -0.757 0.014 -5.138 0.59 0.06 -1.35 0.067
H -1.258 -0.606 -3.670 0.27 -0.03 0.49 0.066